Version 1
11
Properties=species:S:1:pos:R:3 method="wB97M-V/def2-TZVPD" e_lumo_ev=0.96 total_charge=0 molar_mass_da=87.08
H 1.9845 -1.9515 -0.2657
N 2.1290 -0.9048 -0.0344
C 1.1089 -0.1760 0.0232
N 1.2270 1.2103 -0.0227
O -0.1424 -0.6474 0.0900
N -1.1804 0.3760 -0.0811
C -2.2647 -0.2563 -0.0299
H 2.1746 1.6067 -0.0146
H 0.4631 1.8484 0.2712
H -3.1758 0.2994 -0.1530
H -2.3239 -1.4048 0.2171

Version 2
11
Properties=species:S:1:pos:R:3 method="wB97M-V/def2-TZVPD" e_lumo_ev=0.60 total_charge=0 molar_mass_da=87.08
H -0.8038 3.1660 -0.2460
N -0.9063 2.4049 0.4291
C -0.3760 1.3395 -0.0168
N -0.3734 0.1067 0.6328
C 0.3473 -1.0589 0.3914
N 0.4607 -1.6820 -0.8008
O 0.6944 -1.6151 1.4221
H 0.1361 1.2647 -0.9880
H -0.5620 -0.2240 1.6012
H 1.0298 -2.5181 -0.7653
H 0.3532 -1.1837 -1.6596

Version 3
11
Properties=species:S:1:pos:R:3 method="wB97M-V/def2-TZVPD" e_lumo_ev=0.60 total_charge=0 molar_mass_da=87.08
C -2.4407 0.1126 -0.1050
C -0.0896 -0.2073 -0.2438
N -3.4358 -0.1709 0.4064
N -0.2879 -1.1332 0.7280
N -1.2678 0.4333 -0.6286
O 0.7804 1.4223 0.3495
H 0.7575 -0.5111 -0.9007
H -0.7386 -0.7989 1.4880
H 0.5563 -1.5546 1.0447
H -1.2374 1.3256 -1.1101
H 0.4173 1.7741 1.2677

Version 4
11
Properties=species:S:1:pos:R:3 method="wB97M-V/def2-TZVPD" e_lumo_ev=0.90 total_charge=0 molar_mass_da=87.08
H -2.1247 1.5968 -0.0577
N -1.1133 1.3806 0.1108
C -0.9465 0.1294 0.0485
N -1.8020 -0.9274 -0.1354
O 0.2907 -0.4985 0.1592
N 1.3368 0.4393 -0.2137
C 2.4625 -0.1834 0.0035
H -1.3904 -1.8700 -0.0961
H -2.8082 -0.7907 -0.0693
H 3.4016 0.4102 -0.2607
H 2.5499 -1.2820 0.5667

Stability, highest: version 2

Version 1
11
Properties=species:S:1:pos:R:3 method="wB97M-V/def2-TZVPD" e_lumo_ev=0.44 total_charge=0 molar_mass_da=87.08
C 0.5774 -1.1663 -1.4769
N -0.0312 -0.3602 -0.4226
N 0.4679 0.7808 -0.2967
N 0.0748 1.3140 0.8708
C -0.9427 0.5950 1.5956
O -1.7495 1.1756 2.3047
H 1.2729 -0.5857 -2.0925
H 1.1266 -2.0027 -1.0361
H -0.2025 -1.5630 -2.1332
H 0.2252 2.3072 0.9937
H -0.8189 -0.4946 1.6933

Version 2
11
Properties=species:S:1:pos:R:3 method="wB97M-V/def2-TZVPD" e_lumo_ev=0.68 total_charge=0 molar_mass_da=87.08
N -2.0970 -0.0413 0.3202
C -0.9603 -0.5987 -0.2301
O -0.9580 -1.6075 -0.8918
N 0.2066 0.1114 0.1227
C 1.4207 -0.1290 -0.4395
N 2.4908 0.5265 0.0201
H -2.9478 -0.4568 -0.0312
H -2.1391 0.9598 0.4450
H 0.1287 0.8231 0.8505
H 2.5085 -0.7139 -0.1726
H 2.3282 1.0994 0.8742

Stability, highest: version 1

Version 1
10
Properties=species:S:1:pos:R:3 method="wB97M-V/def2-TZVPD" e_lumo_ev=-0.27 total_charge=0 molar_mass_da=112.58
O -1.4706 -1.5126 0.7519
S -1.9508 -0.7064 -0.6084
Cl -2.7057 1.1061 0.1961
H -2.1515 -2.1838 0.8047
C 1.8476 0.2528 -0.6432
C 0.9806 0.8367 0.2179
H 2.0742 0.8643 -1.4655
H 2.2530 -0.7152 -0.5847
H 0.5193 1.7517 0.3006
H 0.6040 0.3062 1.0305

Version 2
10
Properties=species:S:1:pos:R:3 method="wB97M-V/def2-TZVPD" e_lumo_ev=0.41 total_charge=0 molar_mass_da=112.58
C -1.8669 0.1256 0.1545
C 1.4212 0.2518 -0.4885
O 2.3187 0.6982 -1.3494
S 1.6749 -0.9145 0.6271
Cl -1.9791 -0.7418 1.6110
H -1.5771 1.1125 0.3940
H -0.9165 -0.1499 -0.4830
H -2.7973 0.1171 -0.3463
H 3.1686 0.1710 -1.4106
H 0.5535 -0.6700 1.2913

Stability, highest: version 1

Version 1
10
Properties=species:S:1:pos:R:3 method="wB97M-V/def2-TZVPD" e_lumo_ev=0.43 total_charge=0 molar_mass_da=112.58
O 1.9445 -2.2357 -0.1901
C 1.3615 -1.2892 -0.5776
C -0.1183 -1.1438 -0.2608
Cl -0.9857 -2.5647 0.4337
H 1.7501 -0.6276 -1.3890
H -0.6182 -0.9016 -1.2304
H -0.3735 -0.2446 0.3961
S -1.0044 2.4632 1.2206
H -0.7508 3.7546 1.7297
H -1.2051 2.7893 -0.1321

Version 2
10
Properties=species:S:1:pos:R:3 method="wB97M-V/def2-TZVPD" e_lumo_ev=0.02 total_charge=0 molar_mass_da=112.58
C 0.8204 -0.8512 -0.5119
C -1.1502 0.9748 0.3176
O -2.0451 1.9674 0.0654
S 0.2542 0.8602 -0.7669
Cl -2.2945 -0.8338 -0.3575
H 1.8833 -0.8572 -0.8775
H 0.4079 -1.6619 -0.9948
H 0.6958 -1.1708 0.5596
H -1.0333 0.6976 1.2886
H -1.7300 2.4684 -0.7216

Stability, highest: version 1

Version 1
10
Properties=species:S:1:pos:R:3 method="wB97M-V/def2-TZVPD" e_lumo_ev=0.42 total_charge=0 molar_mass_da=112.58
C 2.3017 -0.0446 -0.3719
C 1.0513 0.0572 -0.1259
O 0.1736 -0.8653 0.3556
Cl 0.3272 1.7105 -0.4269
H 3.0002 0.6697 -0.6776
H 2.8517 -0.9937 -0.3699
H -0.8247 -0.5826 0.1868
S -3.0978 0.1939 -0.0035
H -2.9549 0.9692 1.0791
H -2.8284 -1.1143 0.3543

Version 2
10
Properties=species:S:1:pos:R:3 method="wB97M-V/def2-TZVPD" e_lumo_ev=0.48 total_charge=0 molar_mass_da=112.58
C 0.0539 -1.3421 0.9139
C 0.5215 -0.1164 1.0413
O -0.0229 1.0878 1.3591
Cl 2.2921 0.0343 0.7229
H 0.7990 -2.0436 0.7543
H -0.9364 -1.4805 0.9471
H -0.7639 1.2594 0.7594
S -1.0893 0.6158 -2.0391
H -0.8941 1.1590 -3.2448
H 0.0401 0.8263 -1.2141

Stability, highest: version 1

Version 1
16
Properties=species:S:1:pos:R:3 method="wB97M-V/def2-TZVPD" e_lumo_ev=0.43 total_charge=0 molar_mass_da=108.14
C 2.7186 1.0800 0.2594
C 1.5766 0.4286 -0.0874
C 0.8708 -0.5861 -0.8509
C 0.1261 -1.4468 -0.0317
O 0.2511 -1.3381 1.4154
C -0.7182 -0.5650 -0.8253
C -1.4377 0.6712 -0.5039
C -1.8178 0.9862 0.8496
H 3.1403 2.0215 0.7672
H 1.5427 -0.8860 -1.7543
H 0.1307 -2.4005 -0.3012
H 0.5905 -0.5006 1.5758
H -1.2985 -1.0729 -1.5038
H -1.4796 1.3823 -1.3650
H -2.4923 2.0029 0.5032
H -1.7032 0.2232 1.8528

Version 2
16
Properties=species:S:1:pos:R:3 method="wB97M-V/def2-TZVPD" e_lumo_ev=0.69 total_charge=0 molar_mass_da=108.14
C 1.3778 0.1802 -1.0989
C 2.2559 -0.2852 -0.0228
C 0.1053 0.2476 -0.8791
C 3.5133 -0.0490 0.3156
C -0.9906 0.1814 -0.2294
C -1.7927 1.3075 0.3309
C -1.6268 -1.1788 0.1521
O 4.6131 -0.0180 0.6491
H 1.8782 0.2963 -2.1328
H 1.8741 -1.0214 0.6907
H -2.7790 1.1473 0.4023
H -1.3921 1.5063 1.3488
H -1.5649 2.1298 -0.2388
H -1.7067 -1.1662 1.2200
H -2.7182 -1.2124 -0.1867
H -1.0467 -2.0654 -0.3208

Version 3
16
Properties=species:S:1:pos:R:3 method="wB97M-V/def2-TZVPD" e_lumo_ev=1.07 total_charge=0 molar_mass_da=108.14
C -1.9299 0.8111 -0.3366
C -0.9137 -0.0234 0.5619
C -0.4678 -1.3523 -0.1202
C 0.9476 -0.8978 -0.0614
C 2.2769 -0.7387 -0.2205
O 2.6292 0.5834 0.1070
C 1.5603 1.2686 0.4737
C 0.5408 0.3730 0.4201
H -2.0456 1.7653 0.0094
H -2.8313 0.0999 -0.1550
H -1.6412 0.6817 -1.3557
H -1.3734 0.0404 1.5577
H -0.7118 -1.2694 -1.2388
H -0.8299 -2.2997 0.3283
H 3.0308 -1.2759 -0.7876
H 1.7589 2.2336 0.8178

Stability, highest: version 3

Version 1
16
Properties=species:S:1:pos:R:3 method="wB97M-V/def2-TZVPD" e_lumo_ev=-3.92 total_charge=+1 molar_mass_da=92.12
C 2.0571 -0.5906 0.5288
C 0.7094 -0.0458 0.2539
N 0.2636 0.2403 -0.9112
N -3.1691 1.3796 0.0099
N 2.3458 -1.7987 -0.2431
O -1.8777 0.8716 0.0062
H 2.8402 0.1185 0.1971
H 2.1229 -0.7387 1.6632
H 0.1453 0.2888 1.1460
H 0.9288 0.0194 -1.7611
H -0.7351 0.5837 -1.0444
H -3.0509 2.3174 0.4513
H -3.6329 1.2480 -0.9162
H 3.0736 -2.2847 0.0791
H 1.6405 -2.4463 -0.1785
H -3.6616 0.8378 0.7189

Version 2
16
Properties=species:S:1:pos:R:3 method="wB97M-V/def2-TZVPD" e_lumo_ev=-3.11 total_charge=+1 molar_mass_da=92.12
C 0.9723 -0.3403 -2.3423
N 1.7313 -1.4272 -2.0225
N 0.1541 0.2729 -1.4455
N 0.9809 0.0134 -3.6766
C 0.0000 0.0000 0.0000
H 1.6598 -1.7746 -1.0629
H 1.9935 -2.0642 -2.7788
H -0.4582 0.9995 -1.8244
H 0.1698 0.5745 -3.9482
H 1.6786 -0.2496 -4.3770
H -0.3858 -1.0096 0.2202
H -0.7081 0.7430 0.4039
H 0.9700 0.1249 0.5100
O 3.4249 1.5142 -1.4808
H 3.4558 2.0889 -2.2788
H 3.3316 2.1404 -0.7275

Version 3
16
Properties=species:S:1:pos:R:3 method="wB97M-V/def2-TZVPD" e_lumo_ev=-3.26 total_charge=+1 molar_mass_da=92.12
C 1.1947 -1.7258 1.2639
N 0.2067 -1.3298 0.2530
C -0.4229 -0.1794 0.3540
N -1.2734 0.2320 -0.6407
N -0.0918 0.6989 1.3332
H 1.4020 -2.7933 1.1893
H 2.1208 -1.1699 1.1393
H 0.8548 -1.6423 2.3012
H 0.4680 -1.8105 -0.6001
H -2.0774 0.7086 -0.2300
H -0.8492 0.8664 -1.3710
H -0.8045 1.3097 1.6883
H 0.5555 0.3470 2.0152
H -1.0047 2.6712 -2.7868
H 0.2343 1.9582 -3.2543
O -0.5129 1.8591 -2.6545

Stability, highest: version 2

Version 1
14
Properties=species:S:1:pos:R:3 method="wB97M-V/def2-TZVPD" e_lumo_ev=0.94 total_charge=0 molar_mass_da=97.12
C 2.0069 0.3453 0.2977
C 1.8439 0.6336 -1.0591
C 0.7613 0.1826 0.8113
C -1.9229 -0.7605 0.5285
N 0.5725 0.6305 -1.3911
N -0.0240 0.3364 -0.2720
N -1.4294 0.2444 -0.3621
H 2.9678 0.2996 0.7028
H 2.6410 1.0069 -1.7737
H 0.3556 -0.0291 1.7785
H -2.5278 -1.4232 -0.0222
H -0.9771 -1.2286 1.0922
H -2.5283 -0.3700 1.3057
H -1.7394 0.1321 -1.6364

Version 2
14
Properties=species:S:1:pos:R:3 method="wB97M-V/def2-TZVPD" e_lumo_ev=0.76 total_charge=0 molar_mass_da=97.12
C -0.9284 -1.7980 -0.8790
N 0.2002 -1.3277 -0.0986
C 0.0637 -0.4427 0.8780
N 0.9739 -0.0464 1.6557
N 1.6849 0.9605 1.8922
C 0.3270 2.5785 -0.2135
C -0.5550 2.0545 -0.8426
H -1.8409 -1.4611 -0.3853
H -0.9038 -1.3909 -1.8967
H -0.9394 -2.8914 -0.9393
H 1.1228 -1.5855 -0.4323
H 2.1192 0.8037 2.8107
H 1.1175 2.9740 0.3869
H -1.3479 1.6125 -1.4044

Version 3
14
Properties=species:S:1:pos:R:3 method="wB97M-V/def2-TZVPD" e_lumo_ev=0.88 total_charge=0 molar_mass_da=97.12
C 0.2950 -0.8808 1.4900
C -0.1737 0.6016 1.1600
C -0.5341 0.9255 -0.3617
C 0.2378 1.0591 -1.5501
N 0.0827 -0.1590 -2.1364
N -0.7642 -0.9511 -1.4769
N -1.2080 -0.2591 -0.5095
H 0.7116 -0.8847 2.5106
H -0.5013 -1.6409 1.4717
H 1.0892 -1.2633 0.8358
H -1.0641 0.7784 1.7697
H 0.6412 1.2534 1.4206
H 0.7711 1.8207 -2.1219
H 0.5467 -0.5612 -2.9299

Stability, highest: version 3